{"formula": "C2H4NO2P", "method": "ωB97M-V with the def2-TZVPD basis set", "smiles": "[H]/N=C(\\C)OP=O", "homo_ev": -10.017, "elements": ["C", "O", "H", "H", "O", "N", "P", "C", "H", "H"], "coordinates": [[-0.4968, -0.1151, -1.1507], [-0.5751, -1.1185, -1.9536], [-0.7639, 0.4830, 0.8806], [-0.5648, 1.8260, -1.1096], [-2.3392, -0.5643, -3.6111], [-0.5570, 1.0560, -1.6599], [-0.9051, -0.4855, -3.6100], [-0.3822, -0.3923, 0.3055], [-1.0337, -1.2906, 0.4038], [0.5961, -0.5294, 0.7611]], "lowdin_charge": [-0.660, -0.242, 0.094, 0.018, -0.425, 0.101, 0.939, -0.007, 0.100, 0.083]}